Record 1
This record from the Open Molecules 2025 dataset describes C44H58AsFN6NaO6PSi as an isolated structure. The level of theory is wB97M-V/def2-TZVPD.

The charge is -2. The orbital gap comes out at 5.00 eV. The HOMO energy is -0.053 Eh. The calculated total energy is -5620.34169 hartree. For the energy above the lowest of the compared OMol25 structures with the same formula, charge and spin, the calculation gives 0.0 kcal per mole. The multiplicity is 1.

Element x y z (Å)
Na -0.51523 -0.10482 -0.71696
O -0.62868 2.54286 -0.72669
C -1.56526 2.66355 -1.77906
C -0.96826 2.19824 -3.08846
N -0.57883 0.79531 -3.01547
C -1.49476 -0.11968 -3.70403
C -2.18557 -1.27008 -2.90943
O -2.81490 -2.05738 -3.63324
O -2.07635 -1.29878 -1.65186
C 0.83918 0.58681 -3.34017
C 1.84027 0.87443 -2.18386
O 3.13617 0.89408 -2.72977
O 1.65886 0.06297 -1.14461
H 0.28919 2.54911 -1.10936
H -2.43204 2.03804 -1.53029
H -1.91843 3.70160 -1.87712
H -1.68411 2.38116 -3.90250
H -0.08017 2.80136 -3.28917
H -2.32478 0.45046 -4.13385
H -0.99166 -0.59902 -4.54966
H 0.97852 -0.46577 -3.59115
H 1.14829 1.19101 -4.20489
C -3.03584 3.50460 1.08592
C -3.39078 2.21200 1.73377
N -2.65858 1.12623 1.75469
C -3.36848 0.19346 2.48100
C -4.54700 0.72452 2.90352
N -4.55388 2.01769 2.41975
H -2.00785 3.44702 0.73298
H -3.12218 4.33508 1.79029
H -3.68368 3.70690 0.22941
H -2.97852 -0.79426 2.66873
H -5.36033 0.31851 3.47855
H -5.28171 2.69715 2.53884
F 0.58273 -7.66206 4.87320
C 0.24928 -6.38724 4.46894
C 0.91573 -5.30012 4.99958
C 0.57892 -4.01715 4.59720
C -0.44211 -3.75329 3.62195
C -0.70562 -2.46832 3.13218
C -1.13177 -4.92545 3.16521
C -0.78363 -6.20122 3.56691
H 1.69935 -5.46097 5.73207
H 1.10709 -3.17258 5.02972
H -0.22396 -1.60018 3.56262
H -1.40590 -2.33068 2.31249
H -1.94736 -4.79845 2.46067
H -1.31878 -7.06423 3.18656
C 1.48669 -4.49388 1.20213
N 1.62936 -2.99312 1.33924
C 3.09308 -2.64056 1.37856
N 3.77154 -3.13742 0.21642
C 3.58034 -4.57989 0.12081
N 2.18190 -4.98317 0.05383
C 1.53480 -4.51165 -1.18850
P 1.55925 -2.66486 -1.45657
C 0.95066 -2.24548 0.23830
C 3.35689 -2.45341 -1.03099
H 0.42292 -4.70934 1.14802
H 1.88198 -4.92101 2.12552
H 1.07467 -2.71383 2.19081
H 3.50153 -3.10048 2.28072
H 3.17238 -1.55547 1.44043
H 4.02747 -5.04865 1.00213
H 4.09552 -4.93916 -0.77106
H 0.49535 -4.84882 -1.18130
H 2.01874 -4.99537 -2.04081
H -0.11864 -2.43160 0.36697
H 1.16335 -1.19105 0.40868
H 3.52730 -1.37846 -0.96551
H 3.96972 -2.83706 -1.84913
C 0.14750 6.19133 2.12385
C -0.38824 5.38864 3.11937
C -0.11313 4.02404 3.14528
C 0.71179 3.45821 2.18304
C 1.24290 4.26998 1.17734
C 0.96428 5.62712 1.14945
As 1.08573 1.54429 1.99334
C 3.03644 1.71345 1.93738
C 3.72528 1.02129 0.94672
C 5.11783 1.05759 0.91403
C 5.81885 1.80280 1.84818
C 5.12999 2.53289 2.81294
C 3.74520 2.49011 2.85540
C 0.91243 0.97063 3.86852
C -0.37636 0.92439 4.40385
C -0.60722 0.41526 5.67368
C 0.44664 -0.08448 6.42580
C 1.72914 -0.06703 5.89621
C 1.96134 0.45969 4.63060
H -0.07295 7.25244 2.10306
H -1.02696 5.81967 3.88251
H -0.53854 3.41245 3.93148
H 1.85805 3.83708 0.39439
H 1.38127 6.23262 0.35378
H 3.15293 0.51428 0.16610
H 5.64192 0.52947 0.12669
H 6.90145 1.84177 1.81135
H 5.67439 3.13942 3.52776
H 3.20855 3.06082 3.60589
H -1.21589 1.24718 3.80051
H -1.62010 0.37145 6.05505
H 0.26640 -0.50840 7.40612
H 2.55732 -0.47326 6.46554
H 2.96876 0.45484 4.23387
C 3.09727 4.55207 -1.98146
Si 3.26797 2.70430 -2.65039
C 5.15868 2.63347 -2.33483
C 3.03410 3.10847 -4.50640
O 1.76544 2.28936 -1.82226
H 3.48513 5.25887 -2.72695
H 3.67321 4.71784 -1.06034
H 2.05488 4.82271 -1.77748
H 5.64118 3.52817 -2.74762
H 5.60846 1.74049 -2.77861
H 5.36918 2.62434 -1.26168
H 3.76880 3.86178 -4.81308
H 2.04098 3.53093 -4.69851
H 3.15609 2.22544 -5.13850

Atomic partial charges in e from the Mulliken method, atoms 1 to 99: Na 0.6353; O 1.6799; C -0.4565; C -1.8568; N 1.1745; C -0.7299; C 0.4116; O -0.8711; O -0.6411; C -2.2688; C 0.5835; O -1.0272; O 1.0640; H 0.0158; H 0.3824; H 0.4265; H 0.6290; H 0.0383; H 0.3024; H 0.3300; H 0.4628; H 0.2400; C -0.4269; C 0.1583; N 0.3239; C -0.2083; C -0.7938; N -0.0170; H -0.5324; H 0.4201; H 0.4158; H 0.2028; H 0.4370; H 0.1718; F -0.4101; C 0.5126; C -0.7446; C -0.1351; C 0.8616; C -2.1409; C -0.7193; C -0.4774; H 0.3765; H 0.3978; H 0.5394; H 0.3896; H 0.3761; H 0.3650; C -0.7716; N 1.4491; C 0.0401; N 0.1649; C -0.9339; N 0.2521; C -0.9294; P 0.0407; C 0.9676; C -0.1718; H 0.2340; H 0.1347; H -0.5837; H 0.5115; H -0.5556; H 0.3353; H 0.3896; H 0.4164; H 0.4483; H 0.8412; H -1.8761; H -0.5812; H 0.6117; C -0.6618; C -0.5932; C -0.4174; C -0.0218; C 0.1483; C -0.5928; As 1.8758; C -0.0415; C 0.7856; C -0.7910; C -0.6574; C -0.8172; C -0.2821; C 0.5772; C -0.1459; C -0.8667; C -0.6236; C -0.7595; C -0.7354; H 0.3385; H 0.4046; H 0.2917; H -0.1248; H 0.4736; H -0.5974; H 0.5032; H 0.3452; H 0.3716


Record 2
This record from the Open Molecules 2025 dataset describes C44H58FHfN6O3P3S as an isolated structure. The level of theory is wB97M-V/def2-TZVPD.

The charge is +4. The orbital gap comes out at 5.63 eV. The HOMO energy is -0.582 Eh. The calculated total energy is -3834.60978 hartree. For the energy above the lowest of the compared OMol25 structures with the same formula, charge and spin, the calculation gives 105.7 kcal per mole. The multiplicity is 1.

Element x y z (Å)
Hf -11.10722 -15.17501 12.44567
C -14.57066 -15.23299 14.35715
P -12.89126 -14.43158 14.39806
C -12.52665 -14.76172 16.19491
C -13.30972 -12.63836 14.47722
C -11.98462 -11.85076 14.46993
P -10.73552 -12.79666 13.44595
C -9.17439 -12.72212 14.51592
C -10.64967 -11.64353 11.98141
H -15.29395 -14.58960 14.80908
H -14.59111 -16.22586 14.90450
H -14.87188 -15.42943 13.31224
H -13.41998 -14.47868 16.76789
H -11.58444 -14.23800 16.57034
H -12.44306 -15.88548 16.26741
H -13.77267 -12.48272 15.45251
H -13.97901 -12.32409 13.66575
H -11.55482 -11.88056 15.48130
H -12.12927 -10.81065 14.11125
H -8.91560 -11.75436 14.92949
H -8.34521 -13.18153 13.94385
H -9.34789 -13.46622 15.31682
H -10.56642 -10.61673 12.49083
H -11.56939 -11.76521 11.45333
H -9.76211 -11.85611 11.32954
F -12.51032 -21.98941 11.27094
C -13.11373 -20.91123 10.72938
C -12.84395 -19.66643 11.30404
C -13.27374 -18.56110 10.63102
C -12.75399 -17.27989 10.93385
O -11.99709 -17.01586 12.00083
C -13.14663 -16.15399 10.13104
C -13.98502 -16.34356 9.02500
N -14.52389 -17.59185 8.74172
C -15.37525 -17.76746 7.61388
C -16.23298 -16.55725 7.24628
C -16.90060 -17.81491 7.81726
C -14.13875 -18.72035 9.47565
C -14.49782 -19.97052 9.03279
C -13.92062 -21.17106 9.58419
N -14.09304 -22.47951 9.08768
C -12.99270 -23.41083 9.14518
C -13.14864 -24.44054 7.96481
N -14.47048 -25.17640 8.02397
C -15.64798 -24.37677 8.60278
C -15.33443 -22.86665 8.39698
C -12.37114 -14.99323 10.54284
O -10.99203 -14.99037 10.37026
O -12.85139 -14.09172 11.37809
H -12.27318 -19.72128 12.23917
H -14.11703 -15.51242 8.34371
H -15.16771 -18.38880 6.71898
H -16.39510 -16.53324 6.17404
H -16.13599 -15.69771 7.91252
H -17.28758 -18.47058 7.07962
H -17.35834 -17.73466 8.82410
H -15.06415 -20.04650 8.06607
H -13.04917 -23.99497 10.07453
H -12.03463 -22.85909 9.07120
H -12.30653 -25.11159 8.03644
H -13.07931 -23.91500 6.94590
H -14.35605 -26.03172 8.57638
H -14.64079 -25.48103 7.04117
H -15.67078 -24.65701 9.64183
H -16.57557 -24.72087 8.13464
H -16.17910 -22.22182 8.69254
H -15.26450 -22.69643 7.31042
N -10.34795 -16.95174 13.81953
C -8.98528 -17.06634 14.46854
C -8.79067 -17.89443 15.59520
C -7.50172 -17.94757 16.15083
C -6.46400 -17.19934 15.65742
C -6.64731 -16.33855 14.55134
C -7.93790 -16.35135 13.91266
P -8.26359 -15.43692 12.35416
C -8.22873 -16.74556 11.04798
C -8.16591 -18.10848 11.23768
C -8.33048 -19.01018 10.16195
C -8.68617 -18.51493 8.95750
C -8.73903 -17.13143 8.69061
C -8.42642 -16.27827 9.73607
C -6.79538 -14.44701 11.95274
C -6.86702 -13.07134 11.61197
C -5.72859 -12.33189 11.31983
C -4.50184 -13.01504 11.37687
C -4.39622 -14.31399 11.85432
C -5.54727 -15.07902 11.97230
H -11.11895 -17.07760 14.46394
H -10.45414 -17.75399 13.16470
H -9.62355 -18.35656 16.07407
H -7.34640 -18.69018 16.97313
H -5.52192 -17.20446 16.25137
H -5.93660 -15.54491 14.33906
H -8.02037 -18.59147 12.22772
H -8.20639 -20.10214 10.39082
H -8.83361 -19.22003 8.12126
H -9.10811 -16.76471 7.76587
H -8.31681 -15.19728 9.61354
H -7.89808 -12.62635 11.58546
H -5.84814 -11.39379 10.92315
H -3.66986 -12.41906 10.95370
H -3.39936 -14.77056 12.11509
H -5.47953 -16.16439 12.04262
C -15.40233 -20.71265 18.03035
N -14.83708 -19.51061 17.36980
C -13.64152 -18.94614 17.69586
S -12.72992 -18.20453 16.47895
N -13.12023 -19.12049 18.91524
C -13.96651 -18.96196 20.15949
H -14.59178 -21.41698 18.32994
H -16.13156 -21.10170 17.31208
H -15.90647 -20.46920 18.96745
H -15.06014 -19.39679 16.40167
H -12.22588 -18.61706 18.98042
H -14.78716 -19.70251 20.25385
H -14.43946 -17.96776 20.16068
H -13.25542 -19.06457 20.98435

Atomic partial charges in e from the Mulliken method, atoms 1 to 99: Hf 0.5717; C -1.2204; P 0.7885; C -0.7819; C -0.9565; C -0.9442; P 0.7653; C -0.8914; C -1.3148; H 0.5193; H 0.2093; H 0.2807; H 0.4863; H 0.2864; H -0.1758; H 0.5870; H 0.4377; H 0.4679; H 0.5263; H 0.5459; H 0.1258; H 0.2857; H 0.4962; H 0.4497; H 0.2283; F -0.3244; C 0.4589; C -0.8841; C 1.3221; C 0.7424; O -0.0988; C -0.4442; C -0.5719; N 0.1919; C -0.6852; C -0.9448; C -0.3802; C -0.0677; C -0.4067; C -1.0862; N 0.2520; C -0.4777; C -1.0753; N -0.0540; C -0.9656; C -0.6866; C 0.8064; O -0.4742; O -0.5289; H 0.6520; H 0.8778; H 0.5540; H 0.2979; H 0.3983; H 0.3285; H 0.2390; H 0.4910; H 0.3412; H 0.5662; H 0.4370; H 0.3609; H 0.3722; H 0.3817; H 0.3641; H 0.4124; H 0.5967; H 0.4235; N 0.5638; C -0.1502; C -0.7670; C -0.5379; C -0.8599; C -1.3634; C 0.9952; P 0.9202; C 0.4840; C -0.1033; C -0.7460; C -0.3991; C -0.8668; C -0.3050; C 0.5627; C -0.0891; C -0.6721; C -0.4883; C -0.7970; C -0.9988; H -0.2627; H 0.1497; H 0.5894; H 0.4047; H 0.4147; H 0.5491; H 0.4115; H 0.4173; H 0.4042; H 0.5751; H 0.3684; H 0.0635